ORCA calculation (ωB97M-V with the def2-TZVPD basis set) on a gas-phase ion, C5H12NO (charge +1) in a non-equilibrium geometry.

```
! RIJCOSX wB97M-V def2-TZVPD def2/J DEFGRID3
* xyz 1 1
C -1.657 1.969 -1.075
N -0.681 1.318 -0.595
C 0.087 0.236 -1.235
C -0.171 -1.140 -0.658
C -0.193 -1.191 0.881
C 0.919 -0.373 1.553
O 2.107 -0.467 0.787
H -1.984 2.866 -0.557
H -2.110 1.762 -2.037
H -0.358 1.603 0.330
H -0.187 0.258 -2.295
H 1.133 0.544 -1.204
H -1.095 -1.577 -1.029
H 0.653 -1.759 -0.993
H 0.105 -2.216 1.134
H -1.153 -1.006 1.366
H 0.648 0.678 1.736
H 1.092 -0.778 2.546
H 2.847 -0.730 1.344
*
```

HOMO-LUMO gap = 9.21 eV
relative energy (zero: lowest compared OMol25 entry of this formula, charge and spin) = 23.6 kcal/mol
SMILES = C=[NH+]CCCCO

Atomic partial charges in e from the Mulliken method, atoms 1 to 8:
1 C -0.072
2 N 0.146
3 C -0.731
4 C -0.475
5 C -0.551
6 C -0.521
7 O -0.497
8 H 0.273

=====

ORCA calculation (ωB97M-V with the def2-TZVPD basis set) on a single C8H10 molecule in a non-equilibrium geometry.

```
! RIJCOSX wB97M-V def2-TZVPD def2/J DEFGRID3
* xyz 0 1
C 1.776 1.831 -0.916
C 0.879 1.035 -0.279
C 0.969 0.754 1.145
C 0.134 -0.038 1.830
C -0.773 -1.073 1.194
C -0.948 -0.757 -0.126
C -1.772 -1.696 -1.201
C -0.127 0.261 -0.988
H 2.736 2.393 -0.472
H 1.749 1.968 -2.037
H 1.720 1.247 1.814
H 0.398 -0.416 2.910
H -1.088 -1.966 1.912
H -2.285 -2.750 -0.828
H -2.659 -0.982 -1.528
H -1.291 -1.779 -2.357
H -0.699 0.747 -1.756
H 0.595 -0.360 -1.607
*
```

HOMO-LUMO gap = 8.19 eV
relative energy (zero: lowest compared OMol25 entry of this formula, charge and spin) = 98.2 kcal/mol
SMILES = C=C1C=CC=C(C)C1

Atomic partial charges in e from the Mulliken method, atoms 1 to 8:
1 C -0.934
2 C 0.528
3 C -0.385
4 C -0.427
5 C -0.257
6 C 0.365
7 C -1.033
8 C -0.565

=====

ORCA calculation (ωB97M-V with the def2-TZVPD basis set) on a molecular structure, C22H39Br18F3N4O6 in a non-equilibrium geometry.

```
! RIJCOSX wB97M-V def2-TZVPD def2/J DEFGRID3
* xyz 0 1
C -13.600 15.377 -8.936
C -14.543 14.196 -8.800
O -14.308 13.139 -9.378
N -15.582 14.381 -7.946
C -16.558 13.356 -7.708
H -14.089 16.285 -8.586
H -13.255 15.391 -9.959
H -12.774 15.179 -8.250
H -15.415 15.119 -7.259
H -17.432 13.559 -8.330
H -16.843 13.340 -6.660
H -16.150 12.391 -8.000
C -11.338 20.606 -5.771
C -10.265 21.196 -6.637
O -9.683 20.538 -7.470
N -9.949 22.469 -6.410
C -8.899 23.169 -7.156
H -12.102 20.095 -6.335
H -11.784 21.391 -5.156
H -10.815 19.919 -5.102
H -10.536 23.053 -5.848
H -9.332 23.945 -7.785
H -8.231 22.453 -7.606
H -8.287 23.717 -6.420
C -13.352 18.155 -5.957
C -14.729 17.577 -5.965
O -14.961 16.371 -5.894
N -15.722 18.491 -5.988
C -17.084 18.123 -5.672
H -13.280 18.871 -5.139
H -13.164 18.628 -6.925
H -12.611 17.380 -5.819
H -15.428 19.451 -5.934
H -17.325 18.433 -4.648
H -17.181 17.054 -5.773
H -17.768 18.659 -6.330
C -8.904 14.743 -6.413
C -9.245 16.208 -6.476
O -9.640 16.805 -5.472
N -9.079 16.806 -7.694
C -9.191 18.225 -7.933
H -8.497 14.328 -7.330
H -9.762 14.190 -6.041
H -8.113 14.657 -5.661
H -8.845 16.209 -8.464
H -9.918 18.439 -8.713
H -8.218 18.613 -8.238
H -9.468 18.721 -7.017
C -18.853 16.916 -2.216
C -18.422 18.038 -1.279
O -18.653 17.610 0.053
C -19.844 17.802 0.521
O -20.730 18.320 -0.014
C -19.950 17.343 1.981
F -18.837 16.781 2.430
F -20.261 18.393 2.763
F -20.933 16.460 2.065
H -18.609 15.941 -1.808
H -18.459 17.028 -3.227
H -19.941 16.955 -2.352
H -18.924 18.965 -1.557
H -17.355 18.228 -1.356
C -14.169 18.843 -9.808
Br -13.389 17.237 -10.520
Br -15.846 19.228 -10.651
Br -12.888 20.262 -9.914
H -14.407 18.646 -8.778
C -19.401 23.149 -5.492
Br -20.153 23.292 -7.240
Br -18.229 24.564 -4.990
Br -18.648 21.412 -5.118
H -20.243 23.193 -4.828
C -14.181 22.716 -2.779
Br -15.564 21.506 -3.295
Br -13.400 22.148 -1.102
Br -14.910 24.482 -2.583
H -13.379 22.753 -3.489
C -11.028 17.768 -2.583
Br -9.665 18.491 -1.416
Br -12.725 18.564 -2.074
Br -11.066 15.877 -2.537
H -10.750 18.124 -3.560
C -15.431 22.605 -8.595
Br -16.980 22.939 -9.686
Br -15.730 21.165 -7.340
Br -14.889 24.189 -7.672
H -14.636 22.290 -9.244
C -14.965 14.831 -2.858
Br -16.496 14.463 -3.969
Br -14.152 13.172 -2.312
Br -15.429 15.939 -1.380
H -14.214 15.313 -3.463
*
```

HOMO-LUMO gap = 8.40 eV

Atomic partial charges in e from the Mulliken method, atoms 1 to 8:
1 C 0.027
2 C 0.602
3 O -0.702
4 N -0.014
5 C -0.921
6 H -0.563
7 H 0.235
8 H 0.309

=====

ORCA calculation (ωB97M-V with the def2-TZVPD basis set) on 2 unconnected molecules or ions with the total composition C3H5NO in a non-equilibrium geometry.

```
! RIJCOSX wB97M-V def2-TZVPD def2/J DEFGRID3
* xyz 0 1
C 0.884 1.160 -0.012
N 2.102 1.441 -0.067
O 3.045 0.934 0.555
H 0.294 1.680 -0.668
H 0.510 0.623 0.862
H 2.360 2.204 -0.763
C -1.617 -0.912 -0.707
C -1.605 -1.162 0.466
H -1.696 -0.537 -1.637
H -1.820 -1.438 1.369
*
```

HOMO-LUMO gap = 9.90 eV
relative energy (zero: lowest compared OMol25 entry of this formula, charge and spin) = 125.2 kcal/mol
SMILES = C=[NH+][O-].C#C

Atomic partial charges in e from the Mulliken method, atoms 1 to 8:
1 C -0.416
2 N 0.175
3 O -0.593
4 H 0.324
5 H 0.249
6 H 0.248
7 C -0.293
8 C -0.591

=====

ORCA calculation (ωB97M-V with the def2-TZVPD basis set) on a single C4H2N2O molecule in a non-equilibrium geometry.

```
! RIJCOSX wB97M-V def2-TZVPD def2/J DEFGRID3
* xyz 0 1
C 0.675 0.839 -1.633
C 1.166 -0.620 0.457
C -1.681 0.320 0.443
C 1.145 0.138 -0.601
N 0.343 1.434 -2.576
N 0.103 -0.979 1.276
O -1.092 -0.525 1.149
H 2.070 -1.075 0.837
H -2.729 0.468 0.647
*
```

HOMO-LUMO gap (alpha / beta) = 6.17 / 6.46 eV
relative energy (zero: lowest compared OMol25 entry of this formula, charge and spin) = 200.6 kcal/mol

Atomic partial charges in e from the Mulliken method, atoms 1 to 8:
1 C 0.528
2 C -0.138
3 C -0.270
4 C -0.053
5 N -0.402
6 N -0.226
7 O -0.031
8 H 0.338

=====

ORCA calculation (ωB97M-V with the def2-TZVPD basis set) on a molecular structure, C25H27AuBrN3O8P2Si in a non-equilibrium geometry.

```
! RIJCOSX wB97M-V def2-TZVPD def2/J DEFGRID3
* xyz 0 1
Au 0.306 1.589 -0.453
Br -5.906 -3.087 -2.509
C -4.291 -3.738 -1.775
C -3.709 -3.072 -0.705
C -2.518 -3.535 -0.170
C -1.918 -4.684 -0.693
C -2.535 -5.353 -1.755
C -3.709 -4.880 -2.307
N -0.744 -5.294 -0.219
N -0.048 -4.824 0.709
C 0.481 -3.553 0.825
C 0.946 -3.226 2.084
C 1.408 -1.944 2.385
C 1.439 -0.955 1.432
O 1.852 0.286 1.751
C 1.029 -1.265 0.096
N 1.112 -0.288 -0.864
C 0.907 -0.616 -2.129
C 0.609 -1.919 -2.539
C 0.440 -2.885 -1.590
C 0.616 -2.577 -0.227
H -4.180 -2.192 -0.292
H -2.078 -3.004 0.663
H -2.071 -6.257 -2.129
H -4.181 -5.397 -3.132
H 0.897 -3.992 2.846
H 1.733 -1.701 3.388
H 0.982 0.187 -2.849
H 0.495 -2.135 -3.592
H 0.204 -3.896 -1.886
C -3.747 2.665 -2.887
C -2.551 2.183 -2.061
O -1.423 1.946 -2.919
P -2.934 0.557 -1.298
O -4.418 0.714 -0.729
O -3.147 -0.348 -2.589
O -1.987 0.008 -0.303
P -2.140 3.497 -0.791
O -3.046 2.921 0.441
O -2.611 4.817 -1.243
O -0.665 3.392 -0.400
H -4.002 1.921 -3.640
H -3.479 3.606 -3.367
H -4.614 2.854 -2.256
H -1.108 2.802 -3.233
H -4.397 1.297 0.050
H -3.200 -1.291 -2.369
H -3.121 3.573 1.151
C 4.381 0.254 0.431
Si 3.461 0.765 1.961
C 4.150 -0.077 3.469
C 3.394 2.603 2.195
C 2.812 3.431 1.230
C 2.730 4.803 1.415
C 3.248 5.376 2.570
C 3.845 4.576 3.534
C 3.911 3.201 3.347
H 5.389 0.677 0.427
H 3.861 0.610 -0.462
H 4.469 -0.834 0.363
H 5.176 0.255 3.654
H 4.181 -1.160 3.330
H 3.557 0.141 4.360
H 2.402 3.001 0.321
H 2.251 5.419 0.665
H 3.182 6.447 2.720
H 4.253 5.020 4.433
H 4.369 2.589 4.118
*
```

HOMO-LUMO gap (alpha / beta) = 6.39 / 6.39 eV
relative energy (zero: lowest compared OMol25 entry of this formula, charge and spin) = 0.0 kcal/mol

Atomic partial charges in e from the Mulliken method, atoms 1 to 8:
1 Au 0.447
2 Br -0.126
3 C 0.257
4 C -1.004
5 C 0.011
6 C -0.174
7 C -0.072
8 C -0.543

=====

ORCA calculation (ωB97M-V with the def2-TZVPD basis set) on a molecular structure, C44H35O3P2Ta in a non-equilibrium geometry.

```
! RIJCOSX wB97M-V def2-TZVPD def2/J DEFGRID3
* xyz 4 1
Ta -0.250 0.135 -0.702
O -1.550 0.388 -2.676
C -0.939 0.498 -3.974
C -1.455 1.330 -4.949
C -0.812 1.363 -6.181
C 0.327 0.603 -6.429
C 0.879 -0.159 -5.417
C 0.232 -0.213 -4.178
P 1.036 -0.764 -2.705
C 1.658 -2.421 -2.664
C 1.186 -3.342 -3.605
C 1.652 -4.647 -3.567
C 2.575 -5.025 -2.600
C 3.039 -4.109 -1.658
C 2.581 -2.806 -1.680
C 2.151 0.568 -2.255
C 3.543 0.586 -2.166
C 4.172 1.780 -1.844
C 3.433 2.936 -1.593
C 2.045 2.933 -1.672
C 1.415 1.744 -2.020
C -2.984 0.168 -2.697
C -3.672 -0.199 -3.836
C -5.057 -0.318 -3.752
C -5.740 -0.092 -2.566
C -5.027 0.195 -1.418
C -3.636 0.319 -1.486
P -2.664 0.438 -0.016
C -3.224 -0.705 1.237
C -2.990 -2.072 1.056
C -3.529 -2.980 1.949
C -4.296 -2.526 3.020
C -4.529 -1.169 3.200
C -3.996 -0.250 2.308
C -2.478 2.115 0.576
C -1.925 2.359 1.844
C -1.833 3.655 2.307
C -2.278 4.713 1.511
C -2.815 4.478 0.252
C -2.916 3.179 -0.223
H -2.334 1.934 -4.774
H -1.211 1.999 -6.961
H 0.799 0.638 -7.402
H 1.810 -0.690 -5.574
H 0.478 -3.045 -4.369
H 1.307 -5.364 -4.299
H 2.944 -6.043 -2.582
H 3.772 -4.414 -0.924
H 2.960 -2.090 -0.958
H 4.122 -0.308 -2.360
H 5.253 1.821 -1.804
H 3.953 3.857 -1.363
H 1.483 3.845 -1.529
H 0.354 1.812 -2.301
H -3.182 -0.404 -4.773
H -5.605 -0.598 -4.643
H -6.818 -0.177 -2.531
H -5.537 0.287 -0.467
H -2.427 -2.442 0.204
H -3.372 -4.041 1.808
H -4.722 -3.239 3.713
H -5.135 -0.827 4.028
H -4.194 0.807 2.445
H -1.629 1.533 2.484
H -1.450 3.855 3.299
H -2.221 5.727 1.887
H -3.176 5.304 -0.346
H -3.366 2.989 -1.190
C 1.959 2.398 2.162
C 1.390 1.159 1.588
O 0.670 1.314 0.524
C 1.578 -0.136 2.149
C 2.313 -0.295 3.346
C 2.440 -1.544 3.920
C 1.848 -2.658 3.336
C 1.110 -2.569 2.149
C 1.007 -1.324 1.594
O 0.273 -1.168 0.414
H 1.692 3.255 1.551
H 3.047 2.311 2.237
H 1.588 2.544 3.181
H 2.772 0.561 3.820
H 3.003 -1.655 4.838
H 1.956 -3.626 3.809
H 0.651 -3.435 1.692
*
```

HOMO-LUMO gap = 6.15 eV
relative energy (zero: lowest compared OMol25 entry of this formula, charge and spin) = 24.1 kcal/mol

Atomic partial charges in e from the Mulliken method, atoms 1 to 8:
1 Ta 2.057
2 O 0.624
3 C -0.073
4 C -0.337
5 C -0.691
6 C -0.973
7 C -0.742
8 C 0.596

=====

ORCA calculation (ωB97M-V with the def2-TZVPD basis set) on 2 unconnected molecules or ions with the total composition C6H9NO in a non-equilibrium geometry.

```
! RIJCOSX wB97M-V def2-TZVPD def2/J DEFGRID3
* xyz 0 1
C 2.254 -0.249 0.479
C 1.257 0.676 -0.520
C -0.112 0.023 -0.307
C -0.611 -1.345 -0.451
C -1.959 -1.394 -0.063
C -1.274 0.798 -0.103
H 2.169 0.173 1.512
H 3.476 -0.120 0.428
H 1.908 -1.341 0.451
H 1.379 1.677 -0.439
H 1.660 0.520 -1.581
H 0.006 -2.201 -0.792
H -2.718 -2.111 -0.031
H -3.037 0.112 1.484
H -0.618 2.698 -0.194
N -2.306 -0.049 0.170
O -1.474 2.134 -0.043
*
```

HOMO-LUMO gap = 7.30 eV
relative energy (zero: lowest compared OMol25 entry of this formula, charge and spin) = 106.6 kcal/mol

Atomic partial charges in e from the Mulliken method, atoms 1 to 8:
1 C -0.898
2 C -0.719
3 C 0.745
4 C -0.507
5 C -0.654
6 C -0.055
7 H 0.269
8 H 0.274

=====

Number 1: total energy -327.4220 Eh. Number 2: total energy -310.6792 Eh. Number 3: total energy -48163.9243 Eh. Number 4: total energy -247.1077 Eh. Number 5: total energy -338.0217 Eh. Number 6: total energy -5417.2017 Eh. Number 7: total energy -2661.7465 Eh. Number 8: total energy -363.8543 Eh.